# C23H26N2O6S

A single C23H26N2O6S molecule at a distorted geometry (the ωB97M-V functional and the def2-TZVPD basis, OMol25).

For the gap between HOMO and LUMO, the calculation gives 8.39 eV. The value obtained for the energy above the lowest of the compared OMol25 structures with the same formula, charge and spin is 90.5 kcal/mol. Its max |F| is 1.47 eV Å⁻¹. The total energy is -1851.15092 hartree. The calculation puts the HOMO energy at -7.9 eV. Its lowest unoccupied orbital energy is 0.54 eV. Its multiplicity is 1.

Cartesian coordinates (Å):
C 3.726 2.091 5.016
H 4.814 2.103 5.066
O 3.397 1.039 4.142
C 2.080 0.775 3.909
C 1.016 1.490 4.446
C -0.285 1.133 4.128
C -0.551 0.062 3.288
C 0.520 -0.649 2.753
C 1.817 -0.300 3.059
H 2.652 -0.846 2.649
H 0.334 -1.480 2.089
C -1.962 -0.243 2.859
N -2.220 0.412 1.588
C -2.821 1.618 1.531
O -3.381 2.152 2.469
C -2.750 2.264 0.166
H -2.443 1.582 -0.623
H -3.703 2.730 -0.083
S -1.540 3.679 0.198
O -1.305 4.002 -1.212
C -0.028 2.687 0.715
C 0.319 1.701 -0.318
C 1.069 1.880 -1.450
O 1.080 0.703 -2.124
C 0.326 -0.145 -1.394
N -0.150 0.414 -0.315
C 0.107 -1.505 -1.817
C -0.675 -2.368 -1.055
C -0.863 -3.662 -1.483
C -0.295 -4.144 -2.663
C 0.497 -3.271 -3.439
C 0.682 -1.970 -3.000
H 1.282 -1.282 -3.573
O 1.052 -3.750 -4.597
C 1.834 -2.884 -5.383
H 2.152 -3.479 -6.238
H 1.254 -2.025 -5.736
H 2.716 -2.532 -4.839
O -0.590 -5.443 -2.921
C -0.121 -6.104 -4.076
H -0.524 -7.114 -4.004
H -0.486 -5.630 -4.989
H 0.969 -6.148 -4.102
H -1.464 -4.353 -0.913
H -1.127 -2.018 -0.142
C 1.786 3.057 -1.996
H 2.240 2.797 -2.948
H 1.081 3.874 -2.142
H 2.561 3.388 -1.306
H -0.252 2.229 1.674
H 0.763 3.427 0.823
H -1.572 0.168 0.836
H -2.684 0.146 3.580
H -2.109 -1.319 2.733
H -1.106 1.704 4.536
H 1.182 2.327 5.105
H 3.321 1.923 6.019
H 3.372 3.056 4.638

=====

# C23H26N4OS

A single C23H26N4OS molecule at a distorted geometry (the ωB97M-V functional and the def2-TZVPD basis, OMol25).

For the gap between HOMO and LUMO, the calculation gives 7.91 eV. The value obtained for the energy above the lowest of the compared OMol25 structures with the same formula, charge and spin is 0.0 kcal/mol. Its max |F| is 1.08 eV Å⁻¹. The total energy is -1584.54148 hartree. The calculation puts the HOMO energy at -7.8 eV. Its lowest unoccupied orbital energy is 0.15 eV. Its multiplicity is 1.

Cartesian coordinates (Å):
C 3.975 -3.585 1.398
C 3.694 -2.720 0.205
C 3.196 -1.437 0.383
C 2.929 -0.621 -0.710
C 3.163 -1.094 -1.996
C 3.653 -2.376 -2.187
C 3.917 -3.179 -1.084
H 4.303 -4.177 -1.236
C 3.898 -2.899 -3.571
H 4.923 -3.253 -3.669
H 3.722 -2.126 -4.314
H 3.234 -3.738 -3.778
H 2.960 -0.457 -2.840
N 2.436 0.663 -0.458
C 1.943 1.570 -1.341
O 2.032 1.514 -2.546
C 1.392 2.826 -0.668
H 2.214 3.475 -0.360
H 0.758 3.353 -1.381
S 0.441 2.523 0.846
C -0.682 1.287 0.237
N -0.340 0.860 -0.936
C -1.112 -0.018 -1.606
C -0.726 -0.505 -2.863
C -1.567 -1.356 -3.530
C -2.799 -1.730 -2.972
C -3.193 -1.266 -1.744
C -2.345 -0.405 -1.025
N -2.689 0.037 0.199
C -1.887 0.830 0.889
N -2.274 1.110 2.155
C -1.615 1.979 3.096
H -0.566 2.106 2.842
C -2.331 3.329 3.166
C -3.789 3.108 3.565
C -4.447 2.110 2.614
H -5.464 1.890 2.939
C -3.635 0.815 2.560
H -4.060 0.116 1.842
H -3.606 0.349 3.550
H -4.495 2.536 1.610
H -4.331 4.055 3.550
H -3.828 2.716 4.585
H -1.829 3.973 3.888
H -2.280 3.809 2.188
H -1.666 1.493 4.079
H -4.135 -1.553 -1.303
H -3.445 -2.397 -3.524
H -1.288 -1.743 -4.499
H 0.222 -0.188 -3.269
H 2.279 0.865 0.522
H 3.014 -1.069 1.385
H 3.050 -3.809 1.928
H 4.641 -3.074 2.092
H 4.437 -4.522 1.098

=====

# C23H27Br51F5O2PSSi2

A molecular structure, C23H27Br51F5O2PSSi2 at a distorted geometry (the ωB97M-V functional and the def2-TZVPD basis, OMol25).

For the gap between HOMO and LUMO, the calculation gives 8.03 eV. The value obtained for the energy above the lowest of the compared OMol25 structures with the same formula, charge and spin is 0.0 kcal/mol. Its max |F| is 2.05 eV Å⁻¹. The total energy is -134135.50015 hartree. The calculation puts the HOMO energy at -8.7 eV. Its lowest unoccupied orbital energy is -0.67 eV. Its multiplicity is 1.

Cartesian coordinates (Å):
C -3.447 0.562 -1.935
C -2.494 0.485 -1.193
Si -1.002 0.537 -0.125
O 0.036 1.817 -0.416
Si -0.640 3.222 -1.077
O -0.085 4.578 -0.273
C 0.184 4.334 1.117
C 1.671 3.980 1.320
P 0.188 3.443 -3.148
S -0.640 5.000 -4.010
C 0.005 -1.063 -0.555
F 1.001 -1.294 0.345
F -0.866 -2.112 -0.443
C 0.662 -1.032 -1.966
F 1.850 -0.440 -1.841
F 0.797 -2.250 -2.494
F -0.034 -0.308 -2.851
H -4.305 0.436 -2.606
H -1.288 0.421 1.312
H -2.100 3.278 -1.037
H -0.018 5.275 1.660
H -0.485 3.584 1.579
H 1.830 3.644 2.358
H 1.965 3.185 0.620
H 2.313 4.858 1.152
H 1.593 3.676 -3.096
H -0.054 2.267 -3.916
C 2.634 -3.463 -5.112
Br 2.011 -4.978 -6.134
Br 4.325 -3.821 -4.260
Br 2.694 -1.857 -6.178
H 1.912 -3.294 -4.325
C 3.466 3.538 5.415
Br 1.839 2.633 4.922
Br 5.036 2.522 4.939
Br 3.493 5.313 4.667
H 3.470 3.636 6.493
C -4.521 -3.282 -3.161
Br -6.144 -4.131 -3.761
Br -2.959 -4.226 -3.777
Br -4.455 -1.409 -3.630
H -4.518 -3.337 -2.079
C 2.085 7.767 1.928
Br 3.501 8.592 2.951
Br 0.350 8.127 2.682
Br 2.155 8.248 0.064
H 2.240 6.697 1.985
C 2.125 -4.468 -10.121
Br 0.534 -5.405 -10.690
Br 3.731 -5.427 -10.600
Br 2.155 -2.653 -10.773
H 2.095 -4.416 -9.038
C -6.868 -7.622 -2.142
Br -8.441 -6.719 -1.477
Br -5.584 -7.952 -0.738
Br -7.324 -9.235 -3.093
H -6.394 -6.957 -2.852
C -0.092 0.117 7.786
Br -0.586 -0.028 5.924
Br 0.219 1.949 8.310
Br -1.380 -0.744 8.932
H 0.845 -0.411 7.907
C -1.969 9.920 0.038
Br -2.555 10.718 -1.620
Br -2.464 10.994 1.561
Br -2.586 8.104 0.213
H -0.886 9.887 0.011
C 5.077 12.142 1.461
Br 6.502 12.939 2.488
Br 3.347 12.536 2.214
Br 5.174 12.633 -0.402
H 5.209 11.068 1.514
C -1.003 -6.498 0.218
Br -1.907 -5.555 -1.205
Br -1.826 -6.168 1.934
Br -0.868 -8.384 -0.160
H 0.005 -6.108 0.270
C -1.681 -12.427 -0.452
Br -0.274 -11.920 0.770
Br -3.429 -12.133 0.308
Br -1.493 -11.559 -2.167
H -1.583 -13.490 -0.624
C 7.977 0.924 2.974
Br 9.450 0.383 1.856
Br 6.574 -0.401 2.999
Br 8.560 1.376 4.757
H 7.558 1.822 2.537
C -11.050 -7.980 -4.960
Br -9.400 -7.093 -5.427
Br -10.744 -9.689 -4.114
Br -12.189 -6.850 -3.889
H -11.575 -8.173 -5.885
C 8.132 -3.762 4.293
Br 9.612 -4.293 3.177
Br 6.747 -5.104 4.332
Br 8.711 -3.280 6.069
H 7.703 -2.874 3.850
C -11.299 -6.804 1.304
Br -11.851 -6.753 -0.544
Br -11.016 -5.033 2.014
Br -12.525 -7.824 2.390
H -10.345 -7.315 1.335
C 0.371 9.593 -3.758
Br -0.118 10.120 -5.548
Br 0.357 7.676 -3.545
Br 2.057 10.371 -3.221
H -0.386 9.990 -3.094
C 7.468 2.143 8.751
Br 9.156 2.949 8.275
Br 7.711 0.554 9.816
Br 6.288 3.406 9.607
H 6.991 1.838 7.828

=====

# C23H27BrN4O4

A single C23H27BrN4O4 molecule at a distorted geometry (the ωB97M-V functional and the def2-TZVPD basis, OMol25).

For the gap between HOMO and LUMO, the calculation gives 7.90 eV. The value obtained for the energy above the lowest of the compared OMol25 structures with the same formula, charge and spin is 76.3 kcal/mol. Its max |F| is 1.31 eV Å⁻¹. The total energy is -3986.59208 hartree. The calculation puts the HOMO energy at -8.2 eV. Its lowest unoccupied orbital energy is -0.31 eV. Its multiplicity is 1.

Cartesian coordinates (Å):
N 4.004 -1.720 -2.859
C 3.703 -1.067 -1.718
O 4.079 -1.438 -0.627
C 2.848 0.180 -1.907
H 3.070 0.661 -2.858
H 3.065 0.866 -1.086
C 1.368 -0.241 -1.852
N 1.133 -1.063 -0.677
C 1.253 -2.414 -0.757
O 1.337 -3.001 -1.820
C 1.231 -3.123 0.552
C 1.952 -4.308 0.660
C 1.981 -5.009 1.850
C 1.266 -4.522 2.931
C 0.524 -3.356 2.839
C 0.513 -2.655 1.648
H -0.081 -1.756 1.571
H -0.037 -3.001 3.691
Br 1.288 -5.479 4.576
H 2.549 -5.922 1.940
H 2.494 -4.666 -0.201
H 1.305 -0.621 0.213
C 0.386 0.906 -1.852
C 0.744 2.227 -1.993
C -0.217 3.241 -1.991
C -1.580 2.966 -1.732
N -2.516 3.922 -1.496
C -3.884 3.707 -1.914
H -4.261 4.665 -2.277
C -4.833 3.153 -0.833
C -5.956 4.121 -0.459
H -6.349 4.578 -1.370
H -6.771 3.551 -0.008
C -5.558 5.216 0.530
H -6.444 5.832 0.705
H -5.293 4.759 1.486
C -4.415 6.132 0.085
C -3.010 5.557 0.322
H -3.068 4.678 0.965
H -2.423 6.302 0.863
C -2.183 5.203 -0.922
H -2.266 5.999 -1.674
H -1.142 5.161 -0.595
H -4.545 6.405 -0.963
H -4.502 7.058 0.658
H -4.264 2.890 0.059
H -5.291 2.234 -1.205
H -3.865 3.029 -2.771
C -1.926 1.598 -1.673
C -0.979 0.611 -1.734
H -1.282 -0.424 -1.668
H -2.960 1.327 -1.538
N 0.236 4.516 -2.444
O 1.408 4.802 -2.272
O -0.555 5.224 -3.045
H 1.767 2.526 -2.162
H 1.151 -0.899 -2.705
H 3.534 -1.508 -3.722
H 4.442 -2.624 -2.782